a.
{"formula": "C4H9NO2", "method": "ωB97M-V with the def2-TZVPD basis set", "species": ["C", "C", "C", "O", "N", "C", "O", "H", "H", "H", "H", "H", "H", "H", "H", "H"], "xyz": [[-1.17765, 1.39488, -0.37144], [-0.27691, 0.38281, 0.32817], [-0.89749, -1.02101, 0.25425], [-0.42276, -1.92042, 1.21100], [1.04659, 0.48047, -0.30439], [2.06511, -0.40730, -0.28443], [2.05935, -1.53025, 0.19793], [-0.71877, 2.39023, -0.40784], [-2.13073, 1.49164, 0.15472], [-1.38389, 1.07531, -1.39979], [-0.17756, 0.63581, 1.39176], [-1.96901, -0.90501, 0.45068], [-0.79268, -1.39672, -0.77844], [0.52170, -2.05146, 1.00724], [1.29196, 1.39251, -0.65351], [2.96275, -0.01148, -0.79590]], "mulliken_charge": [-1.4577, 0.5271, -0.7079, -0.5671, -0.1496, 0.0181, -0.6452, 0.4160, 0.3774, 0.3486, 0.1288, 0.3575, 0.3408, 0.4479, 0.2281, 0.3371], "homo_lumo_gap_ev": 10.64, "smiles": "C[C@@H](CO)NC=O", "spin_multiplicity": 1, "e_homo_ev": -9.93}

b.
{"formula": "C4H9NO2", "method": "ωB97M-V with the def2-TZVPD basis set", "species": ["C", "C", "C", "O", "N", "C", "O", "H", "H", "H", "H", "H", "H", "H", "H", "H"], "xyz": [[-1.06301, 1.45227, -0.51955], [-0.22724, 0.35599, 0.51884], [-0.83031, -1.02360, 0.32982], [-0.27326, -1.96704, 1.19101], [1.17932, 0.56487, 0.14028], [2.04585, -0.42831, -0.29253], [1.93191, -1.64916, -0.20013], [-0.69954, 2.49276, -0.77946], [-1.96325, 1.62172, 0.05118], [-1.29219, 0.98534, -1.49223], [-0.36465, 0.73908, 1.53322], [-1.89135, -0.91998, 0.56824], [-0.74077, -1.31455, -0.73063], [0.61963, -2.12729, 0.82325], [0.53920, 1.27604, -0.38357], [2.97522, -0.02847, -0.72552]], "mulliken_charge": [-1.3478, 0.1810, -0.7189, -0.5568, -0.3739, 0.1229, -0.6343, 0.4356, 0.3977, 0.3510, 0.2628, 0.3732, 0.3331, 0.4377, 0.3593, 0.3773], "homo_lumo_gap_ev": 10.59, "smiles": "C[C@@H](CO)NC=O", "spin_multiplicity": 1, "e_homo_ev": -9.82}

Of the structures shown above, b is the least stable.